No. 1
DFT (the ωB97M-V functional and the def2-TZVPD basis) results for a molecular structure, C2H2LiO2Yb.

Calculated values
* 2S+1: 2
* E_LUMO (alpha / beta): -9.5070 / -9.6303 eV
* DFT total energy: -37915.9140 eV
* total charge: +2
* relative energy (zero: lowest compared OMol25 entry of this formula, charge and spin): 45.6 kcal/mol
* E_HOMO (alpha / beta): -15.34 / -15.53 eV

```
8
Properties=species:S:1:pos:R:3:mulliken_charge:R:1
H 2.277 -0.046 0.426 0.416
O -1.119 0.904 0.460 -0.632
C -0.821 -0.154 -0.379 -0.332
C 0.410 -0.741 -0.226 0.240
O 1.522 0.064 -0.295 -0.596
Yb -3.731 -0.116 0.368 1.643
Li 0.889 1.882 -0.372 0.908
H 0.571 -1.793 0.017 0.355
```

=====

No. 2
DFT (the ωB97M-V functional and the def2-TZVPD basis) results for 2 unconnected molecules or ions with the total composition C3H10PS.

Calculated values
* E_LUMO (alpha / beta): -7.5086 / -4.6510 eV
* DFT total energy: -23386.7550 eV
* total charge: +1
* relative energy (zero: lowest compared OMol25 entry of this formula, charge and spin): 88.4 kcal/mol
* E_HOMO (alpha / beta): -13.19 / -14.19 eV

```
15
Properties=species:S:1:pos:R:3:mulliken_charge:R:1
C -0.078 -1.376 -0.810 -0.917
C -2.424 1.762 -0.245 -0.803
C 1.698 -0.857 1.494 -0.983
P 0.450 -0.021 0.321 0.481
S 1.739 1.339 -0.559 -0.133
H 0.795 -2.056 -1.125 0.360
H -0.454 -1.213 -1.828 0.370
H -0.851 -1.999 -0.291 0.352
H -2.811 0.782 -0.263 0.341
H -1.843 1.967 -1.080 0.369
H -2.969 2.492 0.342 0.292
H 1.741 -0.368 2.439 0.372
H 2.593 -0.744 0.939 0.392
H 1.402 -1.965 1.702 0.319
H 1.011 2.258 -1.038 0.189
```

=====

No. 3
DFT (the ωB97M-V functional and the def2-TZVPD basis) results for 2 unconnected molecules or ions with the total composition C25H22N2O3.

Calculated values
* E_LUMO: -2.9604 eV
* DFT total energy: -35402.6084 eV
* total charge: 0
* relative energy (zero: lowest compared OMol25 entry of this formula, charge and spin): 75.3 kcal/mol
* E_HOMO: -6.33 eV

```
52
Properties=species:S:1:pos:R:3:mulliken_charge:R:1
C -4.610 4.061 -0.404 -1.409
C -3.132 4.291 -0.417 0.384
C -2.189 3.276 -0.420 -0.274
N -0.865 3.358 -0.432 -0.183
C -0.316 4.623 -0.485 0.020
O 0.887 4.837 -0.570 -0.721
N -1.230 5.680 -0.427 -0.039
C -2.614 5.635 -0.417 0.421
O -3.307 6.654 -0.405 -0.742
H -5.204 4.970 -0.395 0.332
H -4.969 3.500 -1.272 0.290
H -4.945 3.498 0.471 0.284
H -2.564 2.250 -0.411 0.426
H -0.793 6.585 -0.454 0.203
C 2.624 0.257 -6.045 -1.379
C 2.105 0.305 -4.642 1.179
C 2.223 1.477 -3.887 -0.727
C 1.721 1.551 -2.600 -0.573
C 1.018 0.461 -1.999 0.589
C 0.507 0.629 -0.681 0.175
C 0.262 -0.398 0.274 0.270
C 0.413 -1.813 0.116 -0.662
C -0.147 -2.694 1.033 -0.384
C -0.613 -2.213 2.262 0.618
O -1.061 -3.059 3.279 -0.448
C -0.159 -3.975 3.848 0.269
C 0.258 -3.737 5.157 -0.417
C 1.312 -4.498 5.671 -0.345
C 1.877 -5.533 4.922 -0.487
C 1.378 -5.804 3.648 -0.501
C 0.335 -5.043 3.106 -0.277
C -0.649 -0.839 2.517 -0.503
C -0.175 0.043 1.562 -0.770
C 0.922 -0.724 -2.781 -0.462
C 1.481 -0.801 -4.044 -0.912
H 2.572 -0.759 -6.440 0.362
H 2.044 0.904 -6.719 0.317
H 3.672 0.578 -6.093 0.343
H 2.732 2.344 -4.317 0.394
H 1.837 2.454 -2.011 0.456
H 0.423 1.665 -0.311 0.195
H 0.933 -2.259 -0.740 0.617
H -0.294 -3.749 0.810 0.339
H -0.238 -2.962 5.731 0.427
H 1.682 -4.276 6.673 0.347
H 2.694 -6.139 5.340 0.361
H 1.793 -6.631 3.073 0.356
H -0.115 -5.302 2.155 0.515
H -1.081 -0.491 3.454 0.440
H -0.206 1.110 1.763 0.456
H 0.333 -1.573 -2.419 0.527
H 1.436 -1.726 -4.625 0.305
```

=====

No. 4
DFT (the ωB97M-V functional and the def2-TZVPD basis) results for a molecular structure, C17H24N4OSiZn.

Calculated values
* E_LUMO: 4.9960 eV
* DFT total energy: -82320.6360 eV
* total charge: -2
* relative energy (zero: lowest compared OMol25 entry of this formula, charge and spin): 49.2 kcal/mol
* E_HOMO: 0.33 eV

```
48
Properties=species:S:1:pos:R:3:mulliken_charge:R:1
Zn 0.688 -0.231 -0.117 0.580
C 0.446 1.984 -0.088 -1.909
C 1.684 2.686 -0.298 1.178
C 2.303 2.783 -1.567 -0.011
C 3.453 3.501 -1.783 -0.960
C 4.089 4.164 -0.723 0.488
C 3.525 4.054 0.556 -0.803
C 2.366 3.344 0.752 -0.218
C 5.269 4.933 -0.942 0.174
N 6.221 5.566 -1.114 -0.655
H -0.315 2.234 -0.830 0.466
H 0.063 2.112 0.923 0.400
H 1.848 2.267 -2.404 0.166
H 3.888 3.552 -2.774 0.376
H 4.008 4.552 1.389 0.377
H 1.942 3.278 1.748 0.323
C -0.868 0.117 3.161 -0.927
Si -2.040 -0.354 1.765 -0.038
C -2.826 1.203 1.028 -0.880
C -3.542 -1.097 2.683 -1.327
N -1.190 -1.263 0.627 -0.190
C -1.408 -2.507 0.141 0.413
C -0.393 -3.178 -0.593 -0.263
C -0.578 -4.438 -1.121 -0.705
C -1.775 -5.141 -0.958 -0.406
C -2.775 -4.520 -0.220 -0.593
C -2.603 -3.253 0.317 -0.070
H -1.345 0.743 3.922 0.302
H 0.018 0.630 2.780 0.285
H -0.502 -0.797 3.637 0.284
H -3.341 1.786 1.799 0.309
H -3.567 0.911 0.277 0.287
H -2.099 1.853 0.544 0.232
H -3.891 -0.336 3.389 0.322
H -3.287 -1.998 3.249 0.343
H -4.372 -1.339 2.014 0.334
H 0.580 -2.689 -0.678 0.554
H 0.247 -4.890 -1.664 0.342
H -1.911 -6.133 -1.373 0.339
H -3.722 -5.028 -0.053 0.318
H -3.425 -2.818 0.876 0.101
O 2.356 -0.953 0.273 -1.241
N 1.015 -1.477 -3.563 -0.716
N 1.047 -0.659 -2.386 -0.220
H 1.671 -1.129 -4.257 0.202
H 0.079 -1.437 -3.946 0.177
H 1.107 0.332 -2.603 0.189
H 1.862 -0.920 -1.794 0.271
```

=====

No. 5
DFT (the ωB97M-V functional and the def2-TZVPD basis) results for 2 unconnected molecules or ions with the total composition C3H13N3.

Calculated values
* SMILES: CCN.NCN
* E_LUMO: 0.9399 eV
* DFT total energy: -7791.7256 eV
* total charge: 0
* relative energy (zero: lowest compared OMol25 entry of this formula, charge and spin): 6.9 kcal/mol
* E_HOMO: -9.10 eV

```
19
Properties=species:S:1:pos:R:3:mulliken_charge:R:1
C -2.191 2.233 1.206 -1.077
C -2.259 0.723 0.978 -0.185
N -1.964 0.300 -0.401 -0.629
H -1.916 2.477 2.229 0.317
H -1.464 2.693 0.533 0.349
H -3.158 2.717 1.036 0.266
H -1.582 0.229 1.669 0.233
H -3.237 0.345 1.281 0.261
H -1.978 1.114 -1.006 0.239
H -1.034 -0.101 -0.442 0.239
N 2.468 -1.911 0.360 -0.556
C 1.722 -1.256 -0.694 -0.403
N 2.349 -1.029 -2.003 -0.568
H 2.856 -2.811 0.102 0.221
H 3.256 -1.346 0.658 0.227
H 0.811 -1.829 -0.855 0.312
H 1.463 -0.258 -0.356 0.300
H 3.142 -0.405 -1.884 0.232
H 2.712 -1.883 -2.410 0.221
```

=====

No. 6
DFT (the ωB97M-V functional and the def2-TZVPD basis) results for a gas-phase ion, C4H7N2S (charge +1).

Calculated values
* E_LUMO: -3.2762 eV
* DFT total energy: -18069.8588 eV
* total charge: +1
* relative energy (zero: lowest compared OMol25 entry of this formula, charge and spin): 12.3 kcal/mol
* E_HOMO: -13.63 eV

```
14
Properties=species:S:1:pos:R:3:mulliken_charge:R:1
C -0.774 -0.339 -1.301 -0.216
C -0.058 0.289 -2.233 -0.326
C 0.768 0.625 0.123 0.663
C -0.928 -0.940 1.123 -0.916
N -0.258 -0.197 0.026 0.081
N 1.449 0.891 1.220 -0.380
S 1.305 1.212 -1.433 -0.064
H -1.604 -0.985 -1.683 0.313
H -0.227 0.657 -3.295 0.373
H -1.104 -0.107 1.770 0.399
H -1.834 -1.403 0.721 0.313
H -0.135 -1.653 1.538 0.309
H 1.218 0.421 2.162 0.243
H 2.182 1.529 1.263 0.207
```

=====

No. 7
DFT (the ωB97M-V functional and the def2-TZVPD basis) results for a molecular structure, C45H37ClN4P3PbSe.

Calculated values
* E_LUMO (alpha / beta): -5.4540 / -4.6151 eV
* DFT total energy: -164202.2730 eV
* total charge: +1
* relative energy (zero: lowest compared OMol25 entry of this formula, charge and spin): 17.6 kcal/mol
* E_HOMO (alpha / beta): -11.02 / -10.12 eV

```
92
Properties=species:S:1:pos:R:3:mulliken_charge:R:1
Pb 1.570 -0.081 -1.109 1.735
Cl 4.669 -0.046 0.300 -0.132
C 4.374 -0.239 2.006 0.402
C 5.298 -0.961 2.738 -0.690
C 5.098 -1.131 4.099 -0.587
C 3.979 -0.591 4.714 -0.769
C 3.058 0.132 3.974 -0.472
C 3.248 0.341 2.608 -0.105
P 1.980 1.186 1.618 0.948
C 0.720 1.742 2.798 -0.669
C 0.736 3.015 3.365 -0.289
C -0.282 3.393 4.228 -0.718
C -1.322 2.516 4.518 -0.788
C -1.331 1.242 3.965 -0.784
C -0.316 0.858 3.102 0.511
C 2.691 2.746 1.029 0.760
C 3.995 3.158 1.285 -0.505
C 4.444 4.374 0.787 -0.827
C 3.604 5.164 0.017 -0.651
C 2.304 4.750 -0.254 -0.627
C 1.848 3.544 0.252 -0.026
H 6.162 -1.385 2.245 0.514
H 5.821 -1.688 4.680 0.416
H 3.824 -0.732 5.775 0.441
H 2.181 0.545 4.454 0.462
H 1.539 3.707 3.142 0.476
H -0.263 4.378 4.675 0.447
H -2.124 2.828 5.175 0.421
H -2.126 0.545 4.207 0.449
H -0.314 -0.138 2.669 0.330
H 4.658 2.538 1.877 0.393
H 5.457 4.697 0.989 0.443
H 3.965 6.102 -0.384 0.373
H 1.655 5.356 -0.873 0.446
H 0.828 3.220 0.058 0.343
C -2.262 0.125 -0.049 -1.182
N -1.883 -0.890 -1.049 0.494
P -0.924 -0.229 -2.302 -0.321
C -1.907 1.151 -2.932 0.657
C -1.293 2.359 -3.245 -0.248
C -2.037 3.371 -3.838 -0.511
C -3.381 3.171 -4.111 -0.594
C -3.993 1.962 -3.795 -0.642
C -3.258 0.946 -3.210 -0.605
C -0.926 -1.405 -3.679 0.973
C -1.907 -2.375 -3.877 -0.192
C -1.833 -3.202 -4.986 -0.863
C -0.798 -3.058 -5.902 -0.622
C 0.172 -2.086 -5.714 -0.690
C 0.111 -1.259 -4.600 -0.796
P -1.413 -2.528 -0.575 -0.121
C -3.041 -3.342 -0.446 0.820
C -4.259 -2.696 -0.245 -0.120
C -5.419 -3.440 -0.075 -0.688
C -5.378 -4.827 -0.132 -0.533
C -4.177 -5.475 -0.384 -0.635
C -3.013 -4.735 -0.535 -0.839
C -0.964 -2.407 1.209 0.697
C -1.880 -2.303 2.259 -0.239
C -1.440 -2.277 3.575 -1.009
C -0.084 -2.379 3.866 -0.480
C 0.833 -2.528 2.835 -0.594
C 0.393 -2.542 1.516 -0.823
H -3.140 0.679 -0.388 0.438
H -1.456 0.853 0.124 0.121
H -2.489 -0.343 0.903 0.434
H -0.237 2.504 -3.036 0.392
H -1.565 4.312 -4.092 0.465
H -3.959 3.960 -4.578 0.387
H -5.042 1.810 -4.019 0.437
H -3.718 -0.007 -2.971 0.329
H -2.729 -2.482 -3.181 0.465
H -2.587 -3.965 -5.136 0.464
H -0.752 -3.706 -6.768 0.393
H 0.981 -1.976 -6.424 0.464
H 0.873 -0.501 -4.445 0.521
H -4.318 -1.614 -0.233 0.317
H -6.360 -2.934 0.104 0.432
H -6.284 -5.400 0.016 0.395
H -4.147 -6.554 -0.468 0.420
H -2.067 -5.234 -0.720 0.413
H -2.944 -2.288 2.056 0.417
H -2.160 -2.193 4.380 0.492
H 0.247 -2.365 4.897 0.430
H 1.885 -2.667 3.056 0.499
H 1.108 -2.717 0.717 0.816
N 2.403 1.535 -2.320 -0.736
C 3.394 2.181 -2.443 0.755
N 4.337 2.955 -2.633 -0.605
C 5.610 3.004 -2.300 0.528
N 6.718 3.112 -1.986 -0.548
Se 2.729 -2.149 -2.417 -0.301
```

=====

No. 8
DFT (the ωB97M-V functional and the def2-TZVPD basis) results for C4N2 in the gas phase.

Calculated values
* SMILES: N#CC#CC#N
* E_LUMO: -1.0973 eV
* DFT total energy: -7124.8710 eV
* total charge: 0
* relative energy (zero: lowest compared OMol25 entry of this formula, charge and spin): 2.7 kcal/mol
* E_HOMO: -11.55 eV

```
6
Properties=species:S:1:pos:R:3:mulliken_charge:R:1
C 0.467 -0.337 -0.342 0.429
C -0.592 -0.242 0.228 0.588
C -1.718 0.144 0.925 -0.133
N -2.598 0.597 1.529 -0.335
C 1.703 -0.203 -0.940 -0.205
N 2.738 0.041 -1.400 -0.344
```